(1)
Formula: C11H20N2O5
Source: the OMol25 dataset
Level of theory: ωB97M-V/def2-TZVPD

Results
E_LUMO (eV): -0.70
HOMO energy (Eh): -0.3470
SMILES: CC[C@H](C)C(=O)C(=O)O.CNC(=O)CNC(C)=O
M (g/mol): 260.3
F_max (eV Å⁻¹): 3.7

```
! RIJCOSX wB97M-V def2-TZVPD def2/J DEFGRID3
* xyz 0 1
O -0.216 5.321 2.824
O -2.921 -2.874 0.542
O 1.250 -3.561 -1.103
O -0.659 3.716 0.606
O 1.691 4.194 3.279
C 0.596 4.461 2.510
C -2.696 -1.811 -0.020
C 0.098 -3.367 -0.725
C 0.395 3.673 1.246
N -0.898 -4.216 -1.003
N -1.467 -1.395 -0.321
C -3.837 -0.907 -0.421
C -0.742 -5.459 -1.755
C -0.223 -2.085 0.058
C 2.926 2.174 -1.331
C 1.200 1.296 1.174
C 1.646 2.835 -0.810
C 1.509 2.734 0.727
H 1.633 4.808 4.030
H -1.806 -4.002 -0.603
H -1.382 -0.522 -0.816
H -4.772 -1.343 -0.071
H -3.861 -0.813 -1.505
H -3.701 0.072 0.035
H -1.714 -5.933 -1.902
H -0.292 -5.249 -2.728
H -0.087 -6.140 -1.209
H 0.616 -1.402 -0.063
H -0.286 -2.357 1.113
H 3.809 2.614 -0.857
H 2.920 1.098 -1.135
H 3.005 2.321 -2.412
H 2.013 0.617 0.902
H 0.276 0.940 0.706
H 1.075 1.253 2.260
H 0.779 2.374 -1.295
H 1.663 3.891 -1.100
H 2.460 3.044 1.172
*
```

Mulliken population analysis, charges in e, atoms 1 to 2:
1 O -0.509
2 O -0.720

(2)
Formula: C11H20N2Si
Source: the OMol25 dataset
Level of theory: ωB97M-V/def2-TZVPD

Results
E_LUMO (eV): 0.66
HOMO energy (Eh): -0.3249
SMILES: CCN(C1=C(C#N)CCC1)[Si](C)(C)C
M (g/mol): 208.4
F_max (eV Å⁻¹): 5.9

```
! RIJCOSX wB97M-V def2-TZVPD def2/J DEFGRID3
* xyz 0 1
C 2.808 -0.646 0.761
C 1.580 -1.331 0.824
C 0.356 -1.032 0.420
C 1.637 -2.880 0.979
C -0.583 -2.137 0.163
C 0.158 -3.385 0.724
C -0.451 1.372 2.712
C 0.519 0.810 -2.644
C -0.962 3.106 -1.107
C -2.257 0.585 -1.901
C 0.417 1.386 1.446
N 3.903 -0.451 0.556
N -0.123 0.658 0.352
Si -0.608 1.206 -1.199
H 2.518 -3.437 0.516
H 1.935 -3.040 2.081
H -1.634 -1.988 0.617
H -0.590 -2.249 -0.917
H 0.150 -4.132 0.063
H -0.332 -3.705 1.700
H -0.118 2.207 3.337
H -1.561 1.066 2.629
H -0.165 0.512 3.283
H 0.326 -0.197 -3.028
H 0.227 1.326 -3.573
H 1.523 0.952 -2.527
H -0.462 3.483 -0.185
H -0.302 3.427 -1.938
H -1.950 3.470 -1.246
H -3.144 0.723 -1.186
H -2.687 1.192 -2.653
H -2.084 -0.453 -2.062
H 0.512 2.444 1.219
H 1.443 1.142 1.784
*
```

Mulliken population analysis, charges in e, atoms 1 to 2:
1 C -0.072
2 C 0.477

(3)
Formula: C11H20NP
Source: the OMol25 dataset
Level of theory: ωB97M-V/def2-TZVPD

Results
E_LUMO (eV): 0.94
HOMO energy (Eh): -0.2857
M (g/mol): 197.3
F_max (eV Å⁻¹): 5.5

```
! RIJCOSX wB97M-V def2-TZVPD def2/J DEFGRID3
* xyz 0 1
C -1.896 -1.459 -0.543
C -2.016 -0.356 0.167
C -3.389 1.865 -0.647
C -3.182 1.128 0.425
C -3.552 1.292 1.783
C 0.844 -0.410 -2.513
C 1.527 -2.526 -1.503
C 2.627 -0.130 1.510
C 0.574 1.157 1.565
C 1.482 -1.053 -1.295
C 1.489 0.456 0.630
N 0.761 -0.600 -0.116
P -0.504 -1.355 0.734
H -2.516 -2.101 -1.046
H -3.831 2.854 -0.447
H -3.007 1.404 -1.536
H -4.367 0.592 2.064
H -4.064 2.375 1.915
H -2.820 1.328 2.495
H -0.187 -0.883 -2.641
H 0.744 0.699 -2.391
H 1.337 -0.578 -3.524
H 2.274 -2.900 -0.682
H 1.974 -2.941 -2.405
H 0.568 -3.024 -1.532
H 3.516 -0.314 0.981
H 2.925 0.435 2.422
H 2.113 -1.049 2.006
H -0.279 1.712 1.024
H 1.206 1.963 2.075
H 0.182 0.525 2.411
H 2.487 -0.616 -1.095
H 1.938 1.258 -0.059
*
```

Mulliken population analysis, charges in e, atoms 1 to 2:
1 C -0.666
2 C 0.054

(4)
Formula: C11H20O3
Source: the OMol25 dataset
Level of theory: ωB97M-V/def2-TZVPD

Results
E_LUMO (eV): 0.96
HOMO energy (Eh): -0.3692
SMILES: CCCCCCC[C@H]1OOC[C@H]2O[C@@H]12
M (g/mol): 200.3
F_max (eV Å⁻¹): 2.1

```
! RIJCOSX wB97M-V def2-TZVPD def2/J DEFGRID3
* xyz 0 1
C 4.846 0.152 0.384
C 3.856 -0.977 0.604
C 2.811 -1.175 -0.488
C 1.974 0.091 -0.772
C 1.199 0.576 0.468
C 0.381 1.836 0.229
C -0.655 1.734 -0.918
C -1.847 0.778 -0.869
C -2.576 -1.740 0.376
C -2.966 -0.480 1.110
C -2.668 0.849 0.459
H 5.222 0.127 -0.672
H 5.826 -0.037 0.947
H 4.421 1.173 0.594
H 3.271 -0.816 1.568
H 4.399 -1.913 0.782
H 2.069 -1.977 -0.262
H 3.336 -1.435 -1.437
H 2.626 0.849 -1.153
H 1.257 -0.225 -1.553
H 1.820 0.741 1.342
H 0.478 -0.216 0.719
H -0.222 2.051 1.112
H 1.079 2.663 -0.041
H -0.136 1.554 -1.860
H -1.105 2.707 -0.966
H -2.519 1.019 -1.676
H -1.635 -2.117 0.749
H -3.405 -2.472 0.418
H -3.782 -0.591 1.788
H -3.316 1.701 0.594
O -1.381 -0.518 -1.084
O -2.440 -1.454 -1.045
O -1.906 0.391 1.568
*
```

Mulliken population analysis, charges in e, atoms 1 to 2:
1 C -1.047
2 C -0.375